Entry 1:
64
Properties=species:S:1:pos:R:3:forces:R:3 method="wB97M-V/def2-TZVPD" e_lumo_ev="-8.72 / -8.72" orbital_gap_ev="4.2 / 4.2" relative_energy_ev=1.661 mol_weight_g_mol=750.1 charge=+2 homo_energy_ev="-12.916 / -12.916"
Rh 2.0733 -0.1740 -0.4382 -1.6 -0.8 0.6
C -0.0353 -0.3611 -3.5374 0.8 -0.6 0.1
As 0.4171 0.7072 -1.9870 -0.7 1.7 0.4
C 0.6776 2.4471 -2.8105 0.5 -0.1 0.1
C -1.3752 0.7981 -1.2017 0.3 -0.2 0.2
C -1.6224 1.4676 0.1566 -0.1 0.3 -0.3
C -1.0854 2.9004 0.1370 0.0 -0.2 0.0
C -1.0229 0.6783 1.3176 0.1 -0.3 -0.4
As 0.9179 0.5728 1.5549 -0.6 1.8 0.0
C 0.9255 -0.5150 3.1581 0.7 -0.7 -0.4
C 1.4711 2.2848 2.2885 0.4 -0.1 -0.2
C -3.1647 1.4706 0.2804 0.3 0.0 0.6
As -4.1706 1.8460 1.9658 -1.1 0.3 -0.2
C -3.1473 3.1502 3.0208 0.4 -0.4 -0.2
C -3.9301 0.2050 3.0241 0.4 0.2 0.0
H -0.8434 0.1430 -4.0654 0.0 0.2 0.2
H -0.3517 -1.3578 -3.2353 0.0 0.0 0.0
H 0.8245 -0.4501 -4.1993 0.0 0.0 0.0
H -0.2585 2.7769 -3.2591 -0.1 -0.1 0.0
H 1.4332 2.3500 -3.5897 0.0 0.0 0.0
H 1.0192 3.1872 -2.0915 -0.1 0.0 0.0
H -1.6985 -0.2412 -1.1617 -0.1 0.0 -0.1
H -1.9716 1.3024 -1.9667 0.1 0.1 -0.1
H -0.0020 2.8877 -0.0182 0.0 0.1 0.0
H -1.2929 3.4114 1.0764 0.0 0.0 0.0
H -1.5373 3.4742 -0.6731 0.0 0.0 0.0
H -1.3399 -0.3637 1.2533 -0.1 0.0 0.2
H -1.3812 1.0936 2.2609 0.1 0.0 0.0
H 0.3140 -0.0187 3.9099 -0.1 0.2 -0.2
H 1.9406 -0.6273 3.5346 0.0 0.0 0.0
H 0.5178 -1.5003 2.9394 0.0 0.0 0.0
H 0.7140 2.6393 2.9870 -0.1 -0.1 0.0
H 1.6321 3.0263 1.5110 -0.1 0.0 0.0
H 2.4124 2.1438 2.8193 0.0 0.0 0.0
H -3.5586 0.4891 -0.0001 0.0 0.0 0.0
H -3.5641 2.1858 -0.4407 0.0 0.0 0.0
H -3.1132 4.1035 2.4970 0.0 0.0 0.0
H -2.1340 2.8064 3.2413 0.0 0.2 0.1
H -3.6744 3.2915 3.9624 -0.1 0.0 0.0
H -3.8306 -0.6571 2.3649 0.0 0.0 0.0
H -4.8167 0.0612 3.6371 0.0 0.1 0.0
H -3.0679 0.2725 3.6904 0.0 -0.1 0.0
Br -3.7137 -4.6603 -1.9713 0.1 0.0 0.0
C -1.8754 -4.7034 -1.5739 -0.2 -0.1 0.0
C -1.1656 -5.9036 -1.6266 0.2 0.4 0.1
N 0.1294 -5.9544 -1.3401 0.2 -0.5 0.1
C 0.7911 -4.8613 -1.0008 -0.2 0.1 -0.1
C 0.1588 -3.6203 -0.9515 -0.2 0.4 0.2
C -1.2039 -3.5510 -1.2300 0.0 0.1 0.1
C 0.9113 -2.3941 -0.6333 -0.3 -1.6 -0.3
O 0.3170 -1.3004 -0.3094 -0.1 0.7 0.0
O 2.1397 -2.3525 -0.6986 2.0 -1.2 -0.3
H -1.6486 -6.8330 -1.9026 0.0 0.0 0.0
H 1.8402 -4.9715 -0.7560 0.0 0.0 0.0
H -1.7240 -2.6033 -1.1748 -0.1 0.0 0.0
C 5.1090 -0.9988 0.0236 0.0 0.0 0.0
S 4.3581 0.6187 -0.3107 -0.7 0.3 0.0
C 5.0224 0.9708 -1.9538 -0.1 0.0 0.0
H 5.9583 -0.8520 0.6872 0.0 0.0 0.0
H 5.4340 -1.4484 -0.9114 -0.1 -0.1 0.0
H 4.3744 -1.6445 0.5048 0.0 0.0 0.0
H 4.6482 0.2553 -2.6819 0.1 0.0 0.0
H 6.1071 0.9153 -1.8840 0.0 0.0 0.0
H 4.7323 1.9850 -2.2176 0.0 0.0 0.0



Entry 2:
70
Properties=species:S:1:pos:R:3:forces:R:3 method="wB97M-V/def2-TZVPD" e_lumo_ev="-0.32 / -1.41" spin_multiplicity=3 orbital_gap_ev="7.5 / 7.3" relative_energy_ev=0.000 s2=2.01 mol_weight_g_mol=722.7 charge=0 homo_energy_ev="-7.833 / -8.691"
Pd 1.1049 0.1369 0.5100 0.0 0.1 -0.1
O -0.9835 -1.5005 -2.7988 0.0 0.0 0.0
C -0.3599 -1.3656 -1.7565 -0.2 -0.1 0.1
O -0.0894 -0.2203 -1.2323 0.2 0.0 -0.1
C 0.1565 -2.6277 -1.0644 0.1 0.0 -0.1
C 0.1727 -3.7791 -1.8340 0.0 0.0 0.0
C 0.7169 -4.9630 -1.3605 0.0 0.0 0.1
C 1.3351 -5.0262 -0.1238 0.0 0.0 -0.1
C 1.3311 -3.8777 0.6289 0.0 0.0 0.0
C 0.6491 -2.6841 0.2676 0.0 0.0 0.2
O 0.4973 -1.7690 1.1694 0.0 -0.1 0.0
N 2.1286 -3.8640 1.8539 0.0 0.0 0.0
O 2.8873 -2.9090 2.0159 0.0 -0.1 0.0
O 2.0537 -4.8003 2.6128 0.0 0.0 0.0
N 0.6988 -6.1605 -2.2005 0.0 0.0 0.0
O 0.1691 -6.0823 -3.2905 0.0 0.0 0.0
O 1.2222 -7.1671 -1.7567 0.0 0.0 0.0
H -0.2536 -3.7284 -2.8261 0.0 0.0 0.0
H 1.8193 -5.9288 0.2189 0.0 0.0 0.0
N 2.3041 0.1093 2.4757 -0.1 0.0 0.0
C 3.6321 0.6805 2.7543 0.0 0.0 0.0
C 4.6317 0.3070 1.6697 0.0 0.0 0.0
C 4.3430 0.9705 0.3116 0.0 0.0 0.0
C 4.0674 -0.0173 -0.8090 0.0 0.0 0.0
N 2.9005 -0.8596 -0.4907 0.0 0.0 -0.1
H 1.6469 0.3996 3.1915 0.0 0.0 0.0
H 2.3425 -0.9096 2.5225 0.0 0.0 0.0
H 3.9996 0.3409 3.7268 0.0 0.0 0.0
H 3.5307 1.7672 2.8031 0.0 0.0 0.0
H 4.6432 -0.7839 1.5765 0.0 0.0 0.0
H 5.6282 0.5810 2.0184 0.0 0.0 0.0
H 5.1813 1.6022 0.0124 0.0 0.0 0.0
H 3.4765 1.6359 0.4023 0.0 0.0 0.0
H 4.9521 -0.6342 -0.9957 0.0 0.0 0.0
H 3.8435 0.5223 -1.7301 0.0 0.0 0.0
H 3.1494 -1.6149 0.1459 0.0 0.0 0.0
H 2.5372 -1.2957 -1.3322 0.0 0.0 0.0
C -4.5580 -0.0137 2.7259 0.0 0.0 0.0
Si -4.3051 0.5629 0.9661 0.0 0.0 0.0
C -5.3629 -0.4287 -0.2100 0.0 0.0 0.0
C -4.7270 2.3834 0.8355 0.0 0.0 0.0
C -2.5103 0.2781 0.4805 0.0 0.0 0.0
Te -1.0787 1.4297 1.5467 0.0 0.0 0.0
C -1.1822 3.2471 0.4365 0.0 0.0 0.0
Si -0.6586 3.3422 -1.3811 0.0 -0.1 0.0
C -1.7768 2.3713 -2.5098 0.0 0.0 0.0
C 1.1199 2.7866 -1.5739 0.0 -0.1 0.0
C -0.7681 5.1689 -1.7838 0.0 0.0 0.0
H -5.5891 0.1521 3.0448 0.0 0.0 0.0
H -3.9051 0.5208 3.4196 0.0 0.0 0.0
H -4.3476 -1.0813 2.8205 0.0 0.0 0.0
H -6.4233 -0.3260 0.0301 0.0 0.0 0.0
H -5.1087 -1.4896 -0.1628 0.0 0.0 0.0
H -5.2170 -0.1006 -1.2413 0.0 0.0 0.0
H -5.7873 2.5450 1.0407 0.0 0.0 0.0
H -4.5209 2.7711 -0.1651 0.0 0.0 0.0
H -4.1622 2.9769 1.5588 0.0 0.0 0.0
H -2.3040 0.4483 -0.5754 0.0 0.0 0.0
H -2.2041 -0.7537 0.6764 0.0 0.0 0.0
H -0.5432 3.9345 0.9995 0.0 0.0 0.0
H -2.2037 3.6116 0.5556 0.0 0.0 0.0
H -1.5400 1.3062 -2.4878 0.0 0.0 0.0
H -1.6411 2.7209 -3.5368 0.0 0.0 0.0
H -2.8318 2.5059 -2.2567 0.0 0.0 0.0
H 1.2027 1.7082 -1.4053 0.0 0.1 0.0
H 1.7998 3.3290 -0.9132 0.0 0.0 0.0
H 1.4472 2.9519 -2.6036 0.0 0.1 0.0
H -1.7916 5.5345 -1.6745 0.0 0.0 0.0
H -0.4586 5.3576 -2.8140 0.0 0.0 0.0
H -0.1284 5.7645 -1.1283 0.0 0.0 0.0



Entry 3:
61
Properties=species:S:1:pos:R:3:forces:R:3 method="wB97M-V/def2-TZVPD" e_lumo_ev=2.78 orbital_gap_ev=7.4 relative_energy_ev=0.000 mol_weight_g_mol=358.5 charge=-1 homo_energy_ev=-4.605
C -1.4733 -2.4558 1.8065 -0.3 -0.2 -0.1
C -2.9159 -2.7150 1.3827 0.1 0.4 0.0
C -3.3625 -1.8391 0.2096 0.7 -0.4 0.5
C -2.7005 -2.2202 -1.1035 -0.9 0.5 -0.2
C -3.0277 -1.2383 -2.2495 0.6 -0.8 -0.5
C -1.7944 -0.5731 -2.8625 -0.7 1.0 0.2
C -1.2125 0.5232 -1.9507 -0.1 -0.8 0.3
C -0.1598 0.0116 -0.9462 -0.2 0.4 0.0
N 1.0128 0.8611 -0.8165 0.1 -0.3 -0.5
C 2.2702 0.1368 -0.7906 0.1 -0.5 -0.1
C 3.2978 0.7292 -1.7386 0.7 0.9 1.0
O 4.3178 -0.2397 -2.0968 -0.6 -0.7 0.0
C 5.0121 -0.7865 -1.0645 1.2 0.8 1.0
O 5.7366 -0.1451 -0.3233 -1.1 -0.6 -0.9
C 4.8737 -2.2913 -0.9154 -0.6 0.4 -0.2
C 4.0126 -2.6792 0.2963 0.3 -0.4 -0.3
C 0.8991 1.7976 0.2882 -0.1 0.3 0.4
C -0.2646 2.7578 0.1546 -0.3 0.2 0.2
C -0.3531 3.6551 1.4028 0.0 -0.6 -0.8
O -1.7116 3.9235 1.7527 0.3 0.3 0.2
C -2.1582 3.1634 2.8400 -0.3 -0.5 0.1
C -2.4451 1.7077 2.4852 -0.1 0.2 -0.2
C 2.1892 2.6385 0.4737 1.2 0.6 0.0
O 2.9354 2.3245 1.4422 -0.7 0.1 -0.6
O 2.3705 3.5549 -0.3761 -0.3 -0.7 0.5
H -1.4324 -1.5333 2.3736 0.2 0.2 0.1
H -1.0858 -3.2635 2.4176 0.1 -0.1 0.2
H -0.8195 -2.3633 0.9490 0.2 0.1 -0.2
H -3.5453 -2.4607 2.2315 -0.2 -0.2 0.2
H -3.0785 -3.7657 1.1495 0.0 -0.2 -0.1
H -4.4415 -1.9354 0.1429 -0.3 0.3 -0.3
H -3.0879 -0.8123 0.4513 -0.2 0.3 0.0
H -1.6290 -2.2835 -0.9815 0.3 -0.2 0.0
H -3.0912 -3.1926 -1.3910 0.2 -0.4 0.0
H -3.7500 -0.4835 -1.9561 -0.1 0.2 0.2
H -3.5015 -1.8037 -3.0510 -0.2 -0.1 -0.1
H -2.1498 -0.0696 -3.7603 0.1 0.0 -0.3
H -1.0532 -1.3044 -3.1745 0.2 -0.2 0.1
H -0.8246 1.3426 -2.5424 0.3 0.1 0.0
H -2.0479 0.8979 -1.3670 -0.2 0.4 -0.1
H -0.6216 -0.0759 0.0454 -0.2 -0.2 0.1
H 0.1014 -1.0011 -1.2420 0.4 -0.1 -0.1
H 2.6725 0.0958 0.2232 0.2 0.1 0.2
H 2.1443 -0.9005 -1.0950 -0.4 -0.2 -0.2
H 2.8147 1.1128 -2.6244 0.1 -0.3 -0.4
H 3.7901 1.5599 -1.2402 0.0 0.2 -0.1
H 4.3941 -2.6583 -1.8178 0.2 -0.3 -0.2
H 5.8552 -2.7199 -0.7704 0.3 0.0 -0.2
H 4.1544 -2.0050 1.1286 0.0 0.2 0.2
H 4.3116 -3.6776 0.6027 0.0 -0.1 0.2
H 2.9666 -2.7593 0.0397 -0.3 0.3 0.0
H 0.7458 1.2444 1.2334 0.1 -0.2 0.0
H -0.1633 3.3761 -0.7298 0.3 0.0 -0.2
H -1.2165 2.2463 0.0549 -0.2 -0.2 0.1
H 0.1771 3.1565 2.2144 -0.1 0.1 0.3
H 0.1705 4.5780 1.1871 -0.1 0.3 0.2
H -3.0832 3.6200 3.1813 -0.1 0.2 0.1
H -1.4414 3.1818 3.6640 0.1 0.2 0.1
H -1.5255 1.1768 2.2677 0.2 -0.2 -0.1
H -3.0832 1.6921 1.6064 -0.1 -0.1 -0.2
H -2.9740 1.1864 3.2790 0.0 0.0 0.3